# 1
{
  "formula": "C33H38KN6O6S",
  "method": "ωB97M-V/def2-TZVPD",
  "symbols": ["K", "S", "O", "O", "O", "O", "O", "O", "N", "N", "N", "N", "N", "N", "C", "C", "C", "C", "C", "C", "C", "C", "C", "C", "C", "C", "C", "C", "C", "C", "C", "C", "C", "C", "C", "C", "C", "C", "C", "C", "C", "C", "C", "C", "C", "C", "C", "H", "H", "H", "H", "H", "H", "H", "H", "H", "H", "H", "H", "H", "H", "H", "H", "H", "H", "H", "H", "H", "H", "H", "H", "H", "H", "H", "H", "H", "H", "H", "H", "H", "H", "H", "H", "H", "H"],
  "xyz": [[0.702, 1.203, 1.203], [-3.751, -0.105, 1.232], [1.390, 3.007, 3.807], [-0.246, 2.453, -1.302], [-0.261, 0.253, -0.880], [0.882, -0.145, -6.985], [1.238, -1.754, -5.360], [2.681, 2.275, 2.137], [-0.592, -0.204, 3.486], [2.751, -0.408, 0.169], [-0.388, 4.106, 1.358], [-3.671, -0.208, -1.426], [1.260, -1.723, 2.107], [-2.696, -1.974, -0.373], [0.491, 5.055, 2.031], [-1.735, 1.910, 3.623], [-1.594, 0.481, 4.035], [4.198, -1.892, -1.655], [2.359, -2.281, 1.605], [-1.247, -2.141, 4.723], [0.127, 1.632, -5.433], [0.789, -0.588, -4.768], [0.088, 0.933, -3.102], [-3.350, -3.020, -1.131], [-0.401, -1.468, 3.845], [2.553, -3.770, 3.459], [4.086, -0.522, -1.790], [3.610, -2.510, -0.564], [3.032, -3.319, 2.244], [-1.939, -2.451, 0.769], [0.804, -2.151, 3.279], [2.017, 3.152, 2.743], [-2.469, -0.111, 4.946], [0.548, -0.347, -3.441], [-3.364, -0.774, -0.247], [-2.946, -0.558, -2.630], [-4.444, 1.017, -1.493], [3.339, 0.202, -0.861], [3.172, 1.689, -0.947], [1.387, -1.452, -6.739], [2.914, -1.712, 0.339], [1.916, 4.532, 2.056], [1.428, -3.174, 3.994], [-0.105, 1.898, -4.080], [-0.179, 1.251, -1.631], [-2.306, -1.441, 5.276], [0.579, 0.373, -5.742], [-2.586, -2.834, 1.568], [-3.987, -2.593, -1.904], [4.741, -2.475, -2.389], [-1.091, -3.186, 4.951], [-2.410, 2.442, 4.294], [2.206, 1.945, -1.384], [4.552, -0.005, -2.619], [2.554, 5.235, 2.602], [-2.651, 0.361, -3.138], [2.313, 4.456, 1.040], [-5.174, 1.042, -0.690], [3.937, -3.726, 1.816], [3.208, 2.109, 0.062], [-2.607, -3.660, -1.609], [-3.559, -1.155, -3.313], [-0.104, 3.908, 0.402], [-2.994, -1.931, 5.955], [0.476, 6.061, 1.570], [3.681, -3.580, -0.420], [-1.339, 4.451, 1.307], [0.144, 5.153, 3.064], [-1.279, -3.247, 0.421], [-3.278, 0.475, 5.364], [-0.434, 2.875, -3.756], [-3.789, 1.888, -1.395], [1.056, -3.465, 4.965], [-2.046, -1.106, -2.359], [0.692, -1.085, -2.666], [3.947, 2.132, -1.571], [-0.033, 2.375, -6.200], [2.453, -1.481, -7.004], [3.068, -4.555, 3.997], [-0.759, 2.400, 3.644], [0.811, -2.172, -7.329], [-3.975, -3.641, -0.474], [-2.128, 1.964, 2.608], [-1.323, -1.644, 1.160], [-4.951, 1.054, -2.459]],
  "mulliken_charge": [0.498, -0.326, -0.780, -0.820, -0.831, -0.522, -0.538, -0.712, 0.568, 0.298, -0.143, 0.159, 0.515, 0.563, -0.786, -0.851, 0.597, -0.605, 0.332, -1.044, -1.077, 0.545, 0.371, -1.145, 0.542, -0.836, -0.940, -0.952, -1.048, -1.117, 0.383, 0.479, -0.829, -0.509, 0.227, -1.496, -1.137, 0.894, -1.038, -0.269, 0.613, -0.357, -0.827, -0.421, -0.149, -0.780, 1.018, 0.316, 0.386, 0.412, 0.435, 0.474, 0.063, 0.431, 0.415, 0.613, 0.145, 0.400, 0.506, 0.108, 0.293, 0.360, 0.060, 0.390, 0.395, 0.483, 0.213, 0.324, 0.384, 0.398, 0.478, 0.314, 0.488, 0.485, 0.690, 0.519, 0.435, 0.252, 0.402, 0.058, 0.241, 0.375, 0.054, 0.107, 0.385],
  "charge": -1,
  "energy_ha": -3058.5981,
  "de_lowest_kcal_mol": 0.0,
  "multiplicity": 1,
  "e_homo_ev": -5.1209
}



# 2
{
  "formula": "C33H39AlBBrCsF8KMgN3O11S2",
  "method": "ωB97M-V/def2-TZVPD",
  "symbols": ["Cs", "Br", "K", "S", "S", "Al", "Mg", "F", "F", "F", "F", "F", "F", "F", "F", "O", "O", "O", "O", "O", "O", "O", "O", "O", "O", "O", "N", "N", "N", "C", "C", "C", "C", "C", "C", "C", "C", "C", "C", "C", "C", "C", "C", "C", "C", "C", "C", "C", "C", "C", "C", "C", "C", "C", "C", "C", "C", "C", "C", "C", "C", "C", "B", "H", "H", "H", "H", "H", "H", "H", "H", "H", "H", "H", "H", "H", "H", "H", "H", "H", "H", "H", "H", "H", "H", "H", "H", "H", "H", "H", "H", "H", "H", "H", "H", "H", "H", "H", "H", "H", "H", "H"],
  "xyz": [[0.289, 5.080, 3.903], [-3.852, -8.433, -10.299], [3.822, -0.695, 1.240], [8.290, 0.084, -3.419], [-5.267, -3.893, -0.319], [-2.471, -6.129, -8.033], [0.504, -7.628, -7.212], [5.638, 1.455, -4.703], [8.097, 2.528, -4.522], [-3.318, -7.657, -8.245], [9.339, 1.161, -5.648], [-2.991, -4.987, -9.233], [-0.727, -6.432, -8.218], [7.185, 0.977, -5.719], [-2.790, -5.499, -6.442], [0.015, 3.090, 3.505], [-1.515, -4.712, 1.209], [8.427, -1.247, -3.996], [-7.222, 4.784, 11.000], [-0.608, -4.768, -4.668], [1.599, 1.926, 2.620], [9.457, 0.512, -2.661], [-3.987, 6.879, 7.308], [7.041, 0.283, -2.715], [-0.194, -3.382, -6.614], [0.060, 2.761, 1.379], [-4.313, -2.664, 0.314], [0.561, 2.587, 2.492], [-4.658, -4.212, -1.861], [-1.577, -2.179, -3.147], [4.286, -2.965, -0.996], [-2.268, -1.408, -0.772], [-4.893, 4.931, 8.259], [-0.616, -2.097, -4.390], [5.754, -3.389, -1.486], [-5.442, 8.663, 8.893], [3.707, -1.869, -2.027], [3.641, -0.355, -1.437], [-4.193, 4.094, 7.395], [-4.312, 2.716, 7.512], [-7.192, 7.567, 10.762], [-5.829, 2.999, 9.361], [-5.125, 2.168, 8.501], [-3.614, -3.277, -1.914], [8.218, 1.234, -4.883], [2.578, 1.491, -3.038], [-5.723, 4.382, 9.237], [5.489, -4.164, -4.017], [-6.413, 6.731, 9.967], [-2.689, -3.141, -3.112], [-6.508, 5.260, 10.138], [1.483, 0.510, -3.634], [-3.398, -2.388, -0.700], [-6.216, 9.492, 9.693], [-4.746, 6.401, 8.132], [0.020, 0.714, -3.037], [-5.546, 7.280, 9.020], [3.891, 0.771, -2.535], [-1.362, -1.279, -1.930], [5.727, -4.619, -2.493], [-0.217, -0.225, -1.776], [-7.097, 8.944, 10.621], [-0.476, -3.472, -5.216], [-2.925, -3.833, -3.972], [0.758, -0.696, -1.447], [4.245, -2.657, 0.102], [-1.754, -5.636, 1.347], [-0.027, 1.791, -2.680], [2.698, -0.187, -0.784], [4.953, -5.376, -2.161], [4.563, 1.551, -2.063], [-7.876, 7.146, 11.489], [0.515, -4.037, -6.777], [1.809, -0.540, -3.384], [-0.513, 0.460, -0.920], [6.755, -5.098, -2.497], [2.635, -2.181, -2.252], [-0.523, -4.628, -3.700], [-3.769, 2.067, 6.835], [-4.761, 9.094, 8.169], [-0.779, 0.615, -3.820], [-6.465, 2.568, 10.126], [2.114, 2.181, -2.277], [-7.710, 9.593, 11.236], [5.892, -3.121, -4.157], [-3.556, 4.516, 6.626], [0.411, -1.856, -3.989], [6.372, -3.685, -0.594], [-2.118, -0.739, 0.121], [-6.136, 10.569, 9.590], [1.419, 0.547, -4.766], [-5.212, 1.092, 8.597], [6.098, -4.858, -4.675], [-1.004, -1.254, -5.037], [6.175, -2.497, -2.032], [2.907, 2.158, -3.896], [4.245, -1.909, -3.015], [4.503, 0.319, -3.377], [-2.301, -4.325, 0.804], [4.412, -4.253, -4.332], [4.547, -0.297, -0.707], [3.646, -3.895, -1.124]],
  "mulliken_charge": [0.868, -0.202, 1.055, 1.149, 0.141, 0.486, 0.539, -0.677, -0.236, -0.248, -0.261, -0.373, -0.258, -0.178, -0.301, -0.796, -0.656, -0.733, -0.664, -0.543, -0.576, -0.721, -0.711, -0.594, -0.556, -0.533, -0.635, 1.064, -0.652, 0.686, -0.229, -1.126, 0.260, -0.091, -0.475, -0.547, 0.551, -0.781, -0.673, -0.463, -0.547, -0.578, -0.463, 0.961, 0.620, -1.056, 0.249, -0.786, 0.218, -0.524, 0.552, 0.788, 0.016, -0.459, 0.609, -1.237, 0.193, -1.421, 0.541, -0.539, 0.073, -0.460, 0.581, 0.485, -0.061, -0.250, 0.309, 0.464, 0.138, 0.287, 0.424, 0.462, 0.222, -0.811, 0.239, 0.366, -0.306, 0.325, 0.413, 0.459, 0.349, 0.467, 0.303, 0.392, 0.201, 0.494, -0.313, 0.353, 0.259, 0.397, 0.497, 0.402, 0.341, 0.188, 0.052, 0.382, 0.366, 0.322, 0.377, 0.133, 0.901, 0.335],
  "charge": -1,
  "energy_ha": -7529.5160,
  "multiplicity": 1,
  "e_homo_ev": -3.9047
}



# 3
{
  "formula": "C33H39BBeCl5N6S3",
  "method": "ωB97M-V/def2-TZVPD",
  "symbols": ["Cl", "Cl", "Cl", "Cl", "Cl", "S", "S", "S", "N", "N", "N", "N", "N", "N", "C", "C", "C", "C", "C", "C", "C", "C", "C", "C", "C", "C", "C", "C", "C", "C", "C", "C", "C", "C", "C", "C", "C", "C", "C", "C", "C", "C", "C", "C", "C", "C", "C", "B", "Be", "H", "H", "H", "H", "H", "H", "H", "H", "H", "H", "H", "H", "H", "H", "H", "H", "H", "H", "H", "H", "H", "H", "H", "H", "H", "H", "H", "H", "H", "H", "H", "H", "H", "H", "H", "H", "H", "H", "H"],
  "xyz": [[-3.455, -1.763, 2.263], [-7.039, 0.472, -1.024], [-4.798, 0.949, -3.129], [-6.361, -0.951, 1.657], [-1.874, 0.006, -2.499], [2.386, -0.612, -0.339], [-0.534, -0.308, 2.136], [-0.208, 2.334, -0.717], [2.017, 0.480, 2.381], [-1.499, 3.262, 1.487], [1.718, -1.582, 3.073], [3.142, 1.606, -1.706], [2.560, 1.960, 0.391], [0.541, 2.500, 1.850], [2.030, -3.988, 2.977], [2.963, 3.151, -0.148], [0.827, -4.837, -0.387], [0.640, -3.477, -0.205], [-2.740, -0.716, -0.094], [-2.812, 3.640, 0.966], [3.430, 1.096, -3.046], [-3.792, -0.956, 0.784], [-3.850, 2.726, 1.631], [-0.623, -2.876, -0.166], [3.319, 2.946, -1.427], [1.209, -2.855, 3.602], [-0.263, -5.675, -0.537], [-0.400, 2.695, 0.891], [1.114, -0.505, 2.504], [-5.420, -0.001, -0.688], [1.395, -2.809, 5.126], [-1.530, -5.118, -0.554], [4.934, 1.299, -3.299], [-0.264, -3.114, 3.308], [3.103, -0.383, -3.227], [-3.060, 5.115, 1.323], [3.044, -1.259, 3.246], [-3.106, -0.166, -1.317], [3.215, 0.008, 2.821], [-5.114, -0.616, 0.517], [2.576, 1.894, -4.044], [-2.948, 3.505, -0.548], [-1.226, 3.374, 2.837], [-4.411, 0.214, -1.622], [0.019, 2.911, 3.046], [2.667, 1.010, -0.570], [-1.694, -3.755, -0.382], [1.958, 1.920, 1.797], [-1.051, -1.210, 0.305], [-4.823, 2.857, 1.163], [2.644, 2.593, 2.522], [-2.393, -5.756, -0.696], [3.684, 3.644, -2.151], [-0.445, -3.162, 2.240], [2.008, -3.886, 1.897], [2.856, 2.944, -4.075], [-3.033, 5.283, 2.396], [0.584, 2.841, 3.954], [5.502, 0.788, -2.525], [-0.126, -6.744, -0.640], [3.326, -0.665, -4.255], [2.436, -2.663, 5.398], [1.596, -4.950, 3.238], [-3.942, 2.932, 2.695], [3.062, -3.979, 3.315], [-0.545, -4.071, 3.748], [1.050, -3.741, 5.565], [-2.302, 5.738, 0.852], [-2.809, 2.478, -0.864], [-0.896, -2.341, 3.733], [1.513, -2.852, -0.098], [1.531, 1.829, -3.749], [-3.542, 1.690, 1.508], [-2.221, 4.121, -1.068], [1.830, -5.246, -0.399], [2.687, 1.476, -5.042], [-2.700, -3.351, -0.412], [5.206, 2.352, -3.286], [0.810, -1.991, 5.542], [-4.035, 5.425, 0.952], [-3.948, 3.825, -0.837], [4.095, 0.615, 2.794], [2.959, 4.053, 0.426], [3.764, -1.948, 3.636], [3.690, -1.002, -2.555], [5.212, 0.882, -4.264], [-1.936, 3.756, 3.543], [2.052, -0.574, -3.029]],
  "mulliken_charge": [-0.171, -0.221, -0.201, -0.214, -0.065, -0.361, -0.088, -0.076, 0.040, 0.510, 0.874, 0.630, -0.272, -0.150, -1.667, -1.396, -0.612, 0.852, -0.885, 1.622, 1.415, 1.507, -1.382, -0.349, -0.163, 1.541, -0.556, -0.098, -0.411, 0.535, -1.839, -1.061, -1.677, -1.944, -2.203, -1.871, -0.348, 0.517, -1.461, -0.364, -1.539, -2.079, -0.222, 0.077, -1.391, 0.075, 0.450, 1.182, -1.174, 0.495, -0.273, 0.404, 0.509, 0.043, 0.237, 0.382, 0.388, 0.601, 0.351, 0.336, 0.576, 0.390, 0.463, 0.418, 0.419, 0.638, 0.465, 0.402, 0.259, 0.478, 0.360, 0.274, 0.192, 0.453, 0.437, 0.464, 0.193, 0.371, 0.359, 0.456, 0.583, 0.601, 0.574, 0.576, 0.440, 0.452, 0.495, 0.420],
  "charge": -1,
  "energy_ha": -5144.8337,
  "multiplicity": 1,
  "e_homo_ev": -4.2783
}



What orbital gap values result from the calculations? In sequence: 7.42, 1.14, 6.75 eV.